C25H43Cl2NO6S | ωB97M-V with the def2-TZVPD basis set

Geometry (Å):
1 C 1.703 1.881 -2.961
2 C 0.682 0.733 -2.864
3 C 0.689 -0.226 -4.081
4 C 1.041 -1.695 -3.766
5 C -0.172 -2.645 -3.742
6 C -0.746 -2.903 -2.326
7 C -2.244 -2.607 -2.196
8 C -2.485 -1.103 -2.329
9 C -3.809 -0.593 -1.726
10 C -3.510 0.669 -0.887
11 C -2.868 0.184 0.417
12 C -2.319 1.208 1.373
13 C -2.279 1.019 2.697
14 C -2.758 -0.209 3.423
15 C -2.058 -1.499 2.924
16 C -1.155 -2.172 3.975
17 S 0.342 -2.731 3.202
18 O 1.195 -3.356 4.157
19 O -0.041 -3.489 2.042
20 O 0.995 -1.384 2.663
21 C -1.670 2.088 3.538
22 O -2.078 2.390 4.636
23 C -0.486 2.756 2.930
24 O 0.527 3.132 3.749
25 C -0.489 2.947 1.612
26 C 0.653 3.565 0.856
27 C 1.939 2.715 0.955
28 C 3.079 3.267 1.853
29 N 3.199 4.709 1.987
30 C -1.712 2.500 0.889
31 O -2.188 3.164 0.005
32 H 1.284 2.795 -2.544
33 H 2.586 1.643 -2.368
34 H 2.018 2.032 -3.991
35 H -0.309 1.192 -2.812
36 H 0.795 0.165 -1.938
37 H 1.441 0.150 -4.776
38 H -0.284 -0.184 -4.570
39 H 1.705 -2.042 -4.562
40 H 1.602 -1.774 -2.831
41 H -0.941 -2.236 -4.401
42 H 0.104 -3.611 -4.167
43 H -0.517 -3.922 -2.013
44 H -0.214 -2.234 -1.642
45 H -2.550 -2.936 -1.200
46 H -2.783 -3.154 -2.972
47 H -2.423 -0.785 -3.371
48 H -1.663 -0.611 -1.807
49 H -4.176 -1.350 -1.025
50 H -4.584 -0.415 -2.468
51 H -2.815 1.294 -1.440
52 H -4.426 1.210 -0.652
53 H -2.030 -0.481 0.182
54 H -3.595 -0.439 0.943
55 H -2.523 -0.071 4.478
56 H -3.845 -0.309 3.393
57 H -2.760 -2.205 2.489
58 H -1.408 -1.199 2.105
59 H -0.940 -1.526 4.822
60 H -1.616 -3.104 4.296
61 H 1.084 -1.484 1.701
62 H 0.154 3.559 4.533
63 H 0.349 3.563 -0.191
64 H 0.801 4.610 1.123
65 H 1.651 1.751 1.386
66 H 2.337 2.480 -0.030
67 H 4.015 2.923 1.404
68 H 3.051 2.810 2.839
69 H 3.274 5.168 1.090
70 H 2.413 5.086 2.498
71 Cl 2.572 -3.252 -1.215
72 C 4.308 -3.032 -0.873
73 C 4.575 -1.750 -0.129
74 Cl 4.259 -0.314 -1.139
75 H 4.839 -3.063 -1.821
76 H 4.628 -3.878 -0.267
77 H 5.621 -1.709 0.169
78 H 3.957 -1.673 0.762

Forces on the atoms, in the same order (eV/Å):
C 0.004 -0.536 0.574
C -0.547 0.244 -0.441
C 0.439 -0.092 0.674
C -0.197 -0.016 -0.572
C 0.124 -0.175 0.407
C -0.017 0.330 -0.378
C 0.737 0.200 -0.145
C -0.499 -0.156 -0.034
C 0.559 0.162 0.505
C -0.133 -0.773 0.024
C -0.002 0.382 0.005
C -0.102 0.012 0.261
C -0.268 -0.072 -0.072
C -0.008 -0.257 0.387
C 0.358 0.583 -0.127
C -0.427 0.002 -0.583
S -0.397 -1.209 -0.210
O 0.119 0.525 0.229
O 0.020 0.266 -0.071
O 0.177 0.170 0.089
C 0.057 0.025 -0.128
O 0.187 -0.141 0.353
C -0.267 0.056 -0.233
O -0.001 0.469 -0.060
C 0.608 0.149 0.297
C -0.245 -0.367 -0.741
C -0.041 -0.130 0.744
C 0.359 -0.034 -0.556
N 0.010 -0.185 0.310
C 0.135 -0.357 0.312
O -0.047 0.089 -0.516
H 0.058 0.168 -0.142
H 0.165 0.041 -0.130
H -0.060 0.226 -0.035
H -0.044 -0.047 0.106
H 0.158 0.045 0.049
H -0.135 0.038 -0.182
H 0.041 0.013 -0.194
H 0.100 -0.035 0.074
H -0.144 0.181 -0.345
H -0.098 -0.033 -0.007
H 0.066 0.024 -0.086
H -0.052 -0.037 0.039
H -0.044 -0.093 0.217
H -0.300 -0.087 -0.076
H -0.231 -0.144 0.203
H 0.115 -0.019 -0.045
H 0.069 0.126 -0.061
H -0.262 -0.082 -0.164
H 0.040 0.008 -0.101
H -0.176 0.308 -0.002
H 0.081 0.246 -0.111
H -0.027 -0.044 -0.125
H -0.009 0.015 0.064
H -0.115 0.065 0.056
H -0.026 0.025 -0.201
H -0.030 -0.122 0.154
H -0.080 -0.065 -0.116
H 0.190 -0.075 0.061
H 0.172 -0.015 0.368
H -0.003 0.045 0.020
H -0.051 -0.291 0.133
H -0.055 0.234 -0.030
H 0.111 -0.005 0.157
H 0.074 -0.107 -0.125
H -0.057 0.258 -0.190
H 0.028 -0.076 0.066
H -0.205 0.187 0.115
H -0.086 0.049 -0.012
H -0.004 0.131 -0.083
Cl 0.150 -0.204 0.319
C 0.058 -0.113 0.025
C 0.067 -0.014 0.069
Cl -0.059 0.026 0.010
H -0.035 0.060 -0.024
H -0.038 0.012 0.038
H 0.014 0.005 -0.043
H -0.028 0.005 -0.015

Orbital gap, Eh: 0.30616
Energy relative to the best compared isomer or geometry (same formula, charge and spin), kJ/mol: 15.24
SMILES string: CCCCCCCCCCCC1=C(CCCS(=O)(=O)O)C(=O)C(O)=C(CCCN)C1=O.ClCCCl
HOMO energy, eV: -9.096

So, what does the Mulliken scheme give us? The charges, in e, come out as: C -1.180; C 0.589; C -1.098; C -0.088; C -0.949; C -0.102; C -1.362; C 0.752; C -1.278; C -0.715; C -0.457; C 0.542; C 0.920; C -1.753; C 0.412; C -0.915; S 1.105; O -0.656; O -0.587; O -0.333; C -0.054; O -0.610; C 1.001; O -0.571; C 0.111; C -0.939; C 0.526; C -0.877; N -0.677; C -0.818; O -0.584; H 0.227; H 0.051; H 0.490; H -0.130; H 0.077; H 0.559; H 0.413; H 0.371; H -0.261; H 0.457; H 0.408; H 0.449; H 0.031; H 0.433; H 0.314; H 0.494; H -0.682; H 0.506; H 0.473; H 0.262; H 0.521; H 0.180; H 0.531; H 0.568; H 0.382; H 0.574; H -0.478; H 0.434; H 0.359; H 0.274; H 0.381; H 0.137; H 0.664; H -0.095; H -0.061; H 0.498; H 0.276; H 0.250; H 0.297; Cl -0.082; C -0.617; C -0.353; Cl -0.144; H 0.336; H 0.365; H 0.358; H 0.150